No. 1
141
Properties=species:S:1:pos:R:3:lowdin_charge:R:1 method="wB97M-V/def2-TZVPD" gap_ha=0.2921
C 2.75845 4.55614 6.25798 0.00
C 4.18371 3.88176 5.91140 -0.39
O 4.82932 3.19440 6.73872 0.06
O 4.70028 4.05121 4.56604 -0.10
C 4.44110 2.78089 3.86063 -0.17
C 5.16861 2.84615 2.40307 -0.12
C 5.22328 1.34394 1.85971 -0.17
C 4.75107 1.18541 0.29957 -0.63
Br 5.40098 -0.68211 -0.15123 0.85
O 3.36290 1.35840 0.30500 -0.12
C 2.68074 1.57789 -0.93672 -0.20
C 2.60498 0.35037 -1.96018 -0.11
C 2.17812 -1.06380 -1.34484 -0.10
C 2.58486 -2.30360 -2.30868 -0.36
O 2.56906 -3.47736 -1.85867 0.03
O 2.90004 -1.98088 -3.66021 0.04
C 1.20474 2.19565 -0.56625 -0.33
C 1.28443 3.34846 0.52135 0.00
B 2.26754 4.59435 0.23904 -0.53
O 2.80290 5.06344 -1.00656 0.08
O 2.67528 5.35092 1.42765 0.07
C 0.72591 2.91461 -1.96738 -0.07
C -0.61532 3.76573 -1.80107 -0.14
C -0.71311 5.27942 -1.50721 -0.02
C -2.11427 5.95327 -1.37480 -0.06
C -3.44482 5.13770 -1.53803 -0.08
C -3.36966 3.62112 -1.88031 -0.06
C -1.96826 2.98191 -2.00027 -0.02
O 0.23841 1.16148 -0.42218 -0.10
C -0.28123 0.79394 0.84141 -0.58
N -1.03851 -0.49826 0.54953 -0.02
C -1.46484 1.76716 1.44101 -0.11
C -1.12732 2.38387 2.88424 -0.19
C -2.38537 3.33121 3.30194 -0.24
O -2.63676 4.38809 2.34116 -0.12
P 0.95757 0.22731 2.18546 0.47
S 0.17516 -1.06180 3.46375 0.11
C 5.67061 2.16447 -0.55229 -0.30
F 5.66832 1.68560 -1.92397 -0.02
F 5.26779 3.52144 -0.61720 0.07
C 7.24956 2.15319 -0.12898 -0.15
F 8.00820 2.14825 -1.36184 0.00
F 7.63745 3.36171 0.53438 0.02
H 2.12372 3.72809 6.72374 0.09
H 2.94932 5.43542 6.98225 0.10
H 2.21413 4.89675 5.30204 0.09
H 3.32955 2.53018 3.79274 0.12
H 5.05084 1.99290 4.45272 0.14
H 4.55238 3.57740 1.78421 0.10
H 6.20384 3.31140 2.62477 0.13
H 4.42553 0.74701 2.45216 0.13
H 6.21587 0.82672 2.07258 0.11
H 3.17245 2.43934 -1.53880 0.15
H 1.94354 0.53443 -2.87972 0.13
H 3.67336 0.21236 -2.38666 0.10
H 1.02287 -1.10003 -1.29876 0.13
H 2.57339 -1.29097 -0.30201 0.08
H 3.64111 -2.56064 -3.94622 0.13
H 1.64810 2.91080 1.53281 0.09
H 0.25276 3.81179 0.77970 0.13
H 2.84861 6.04548 -0.97723 0.12
H 3.38951 5.96945 1.12881 0.11
H 1.56833 3.44208 -2.51666 0.13
H 0.42897 2.02132 -2.64451 0.12
H 0.23525 5.91052 -1.38643 0.09
H -2.15697 7.07551 -1.12278 0.09
H -4.46929 5.61567 -1.41802 0.08
H -4.30478 2.98316 -2.04507 0.09
H -1.90394 1.86690 -2.24702 0.10
H -1.67318 -0.72361 1.31956 0.03
H -1.56280 -0.31036 -0.31398 0.07
H -1.55378 2.64344 0.68722 0.10
H -2.48723 1.26524 1.44992 0.13
H -1.08060 1.57694 3.69566 0.09
H -0.20691 3.05812 2.86294 0.09
H -2.18134 3.83316 4.32608 0.12
H -3.29397 2.63247 3.38578 0.08
H -3.61032 4.52364 2.23770 0.10
H 1.41879 1.32450 3.01892 -0.03
H 2.08998 -0.47306 1.60598 -0.01
H 7.56064 1.20673 0.41931 0.15
C -5.76869 0.37351 6.14253 -0.26
S -5.05676 -0.01024 4.52913 0.82
O -4.83894 1.28629 3.81438 -0.57
C -6.54717 -0.76280 3.84012 -0.27
H -5.01505 0.89114 6.73716 0.05
H -6.64141 1.01872 6.02204 0.06
H -6.05198 -0.55266 6.64563 0.05
H -7.37134 -0.04712 3.86124 0.06
H -6.80671 -1.65210 4.41706 0.04
H -6.34296 -1.04915 2.80736 0.05
C -3.63195 -4.40820 -0.06058 -0.27
S -2.76245 -3.01331 -0.80654 0.86
O -2.88533 -1.85372 0.13034 -0.57
C -3.94218 -2.75123 -2.14844 -0.26
H -3.08536 -4.71731 0.83144 0.05
H -4.64465 -4.11056 0.21938 0.05
H -3.66604 -5.23816 -0.76868 0.06
H -4.93530 -2.55530 -1.73982 0.06
H -3.96684 -3.63387 -2.79009 0.05
H -3.61477 -1.88989 -2.73218 0.05
C -4.19899 -5.35538 5.61169 -0.27
S -3.31047 -3.98008 4.84981 0.81
O -3.42883 -2.80716 5.76760 -0.56
C -4.47823 -3.72879 3.49577 -0.28
H -3.66200 -5.65573 6.51228 0.05
H -5.21065 -5.04405 5.88002 0.05
H -4.23624 -6.19608 4.91633 0.05
H -5.47231 -3.51794 3.89423 0.04
H -4.50642 -4.62128 2.86809 0.04
H -4.13848 -2.87921 2.90058 0.04
C 3.29222 -8.85332 -2.34127 -0.29
S 2.97300 -7.67659 -1.01030 0.81
O 1.72987 -8.12145 -0.30610 -0.57
C 2.52355 -6.29719 -2.08317 -0.28
H 3.55722 -9.81423 -1.89701 0.04
H 2.39832 -8.97310 -2.95626 0.05
H 4.12303 -8.49662 -2.95237 0.03
H 1.67683 -6.57594 -2.71356 0.06
H 3.37870 -6.02257 -2.70259 0.05
H 2.24540 -5.45184 -1.45858 0.02
C -6.32847 4.79074 -5.98302 -0.28
S -4.66374 4.09439 -5.91666 0.81
O -4.65368 3.05919 -4.83906 -0.57
C -3.86667 5.57239 -5.25350 -0.27
H -7.01150 4.01805 -6.33835 0.05
H -6.63683 5.11699 -4.98776 0.06
H -6.34438 5.63340 -6.67671 0.05
H -4.32615 5.85008 -4.30343 0.04
H -3.96072 6.39031 -5.97047 0.05
H -2.81037 5.35220 -5.09335 0.05
C 3.30435 -9.64434 -6.74166 -0.27
S 3.68607 -7.87964 -6.73487 0.82
O 3.84345 -7.46089 -5.30870 -0.57
C 2.05514 -7.33155 -7.28236 -0.27
H 4.18244 -10.18826 -6.39110 0.05
H 2.46301 -9.84718 -6.07602 0.06
H 3.06484 -9.96215 -7.75806 0.05
H 1.29110 -7.67677 -6.58334 0.06
H 1.85516 -7.72269 -8.28156 0.05
H 2.05054 -6.24135 -7.31404 0.05



No. 2
108
Properties=species:S:1:pos:R:3:lowdin_charge:R:1 method="wB97M-V/def2-TZVPD" gap_ha=0.2546
Y 0.16335 -0.18961 -0.15543 1.58
C 2.64926 -1.07883 4.41860 -0.05
C 3.04463 -1.63689 3.05178 -0.36
C 1.90068 -2.43308 2.44703 -0.06
C 3.67091 -0.59189 2.13501 -0.13
C 5.05558 -0.68509 1.98043 -0.05
C 5.77607 0.23505 1.24763 -0.08
C 5.10969 1.29092 0.65346 -0.04
C 3.73106 1.42393 0.75994 -0.14
C 3.07511 2.63599 0.11925 -0.36
C 3.20092 3.88606 0.99635 -0.05
C 3.64610 2.95720 -1.26207 -0.06
C 2.99288 0.46219 1.49107 -0.19
N 1.56614 0.59022 1.53671 -0.06
C 1.09285 1.38844 2.54582 -0.27
C 1.82676 2.08776 3.51968 -0.05
C 1.19507 2.86047 4.48336 -0.09
C -0.18748 2.97291 4.54594 -0.10
C -0.95447 2.26997 3.61972 -0.03
C -0.29189 1.52203 2.68645 -0.22
F -1.03633 0.78228 1.77192 -0.07
H 2.36865 -1.89451 5.08950 0.08
H 1.79719 -0.40533 4.34495 0.07
H 3.47247 -0.53064 4.87975 0.08
H 3.85501 -2.35142 3.23209 0.12
H 0.99669 -1.83469 2.36871 0.06
H 1.66934 -3.29897 3.07287 0.09
H 2.16578 -2.80405 1.45490 0.08
H 5.57213 -1.50628 2.46476 0.11
H 6.84922 0.13207 1.14641 0.10
H 5.66763 2.02744 0.09008 0.11
H 2.01260 2.40894 0.00404 0.10
H 4.25282 4.09428 1.21118 0.08
H 2.67438 3.79414 1.94265 0.05
H 2.79291 4.75109 0.46788 0.08
H 4.63683 3.41183 -1.18346 0.08
H 3.00280 3.68406 -1.76340 0.08
H 3.72694 2.07597 -1.89472 0.05
H 2.90589 2.00624 3.51935 0.12
H 1.80735 3.38389 5.20721 0.10
H -0.66468 3.57923 5.30233 0.09
H -2.03694 2.28454 3.61479 0.12
C 3.81063 -0.29739 -3.15838 -0.10
C 3.40977 0.58885 -4.15087 -0.10
C 2.20949 1.26411 -4.01848 -0.06
C 1.39127 1.02700 -2.90661 -0.22
C 1.74168 0.10723 -1.90786 -0.19
C 2.98897 -0.51189 -2.05967 -0.18
C 0.15545 1.84113 -2.73371 -0.22
C -0.48033 2.39093 -3.88525 0.00
C -1.56086 3.19402 -3.73249 -0.01
C -2.04063 3.47674 -2.43159 -0.18
C -3.16813 4.29514 -2.20134 -0.04
C -3.61929 4.51277 -0.93031 -0.07
C -2.93819 3.93719 0.15981 -0.06
C -1.84173 3.14480 -0.03886 -0.01
C -1.38125 2.87069 -1.34353 -0.21
N -0.30046 2.03565 -1.50995 0.10
H 4.76924 -0.79771 -3.23479 0.10
H 4.04666 0.78170 -5.00508 0.10
H 1.94405 2.00497 -4.76214 0.10
H 3.34507 -1.19091 -1.28756 0.09
H -0.10174 2.14221 -4.86416 0.11
H -2.07181 3.61891 -4.58931 0.12
H -3.66700 4.74015 -3.05435 0.11
H -4.48839 5.13311 -0.75726 0.10
H -3.28244 4.12400 1.16857 0.11
H -1.30856 2.73444 0.80250 0.09
O -1.46288 -3.91021 1.59367 0.05
C -0.83776 -3.13599 0.88294 -0.61
O -0.95031 -1.86308 0.85083 -0.18
C 0.16405 -3.68737 -0.10998 -0.23
C 0.37794 -5.05259 -0.19496 0.01
C 1.25217 -5.52853 -1.15683 -0.04
C 1.85689 -4.61702 -2.00458 -0.04
C 1.58691 -3.26619 -1.84008 -0.11
N 0.76801 -2.79229 -0.89887 0.08
H -0.15135 -5.69839 0.49065 0.12
H 1.44614 -6.58944 -1.24874 0.11
H 2.53204 -4.93052 -2.78861 0.11
H 2.03445 -2.53480 -2.49535 0.09
C -4.76189 -1.49397 -3.13999 -0.03
N -3.71112 -0.65559 -2.58863 -0.13
C -3.96284 0.77452 -2.54761 -0.06
C -2.55773 -1.15509 -2.14167 -0.46
C -2.35883 -2.64268 -2.22342 0.04
O -1.67978 -0.41747 -1.65372 -0.09
H -5.71082 -0.97946 -3.00381 0.09
H -4.82389 -2.44373 -2.61619 0.08
H -4.62029 -1.67862 -4.20811 0.10
H -4.98634 0.94581 -2.22181 0.08
H -3.80692 1.22278 -3.53318 0.10
H -3.29111 1.23255 -1.83213 0.05
H -2.64881 -3.04622 -3.19294 0.09
H -2.96261 -3.13580 -1.45718 0.11
H -1.31455 -2.85757 -2.04435 0.06
S -4.34820 0.14356 0.68060 0.65
C -4.72118 -1.36270 1.31435 -0.78
N -3.83515 -2.02465 2.11242 0.07
C -4.05840 -3.21554 2.71260 -0.08
C -5.25031 -3.85115 2.55461 -0.07
C -6.19960 -3.25119 1.69941 -0.07
C -5.94484 -2.05981 1.09004 -0.11
H -2.89915 -1.63094 2.14732 0.12
H -3.22847 -3.60422 3.27752 0.12
H -5.42921 -4.79817 3.03842 0.10
H -7.14705 -3.74535 1.52171 0.11
H -6.67055 -1.58861 0.44384 0.10



No. 3
54
Properties=species:S:1:pos:R:3:nbo_charge:R:1 method="wB97M-V/def2-TZVPD" gap_ha=0.3710 smiles=CCO.CCO.CCO.CCO.CCO.O.O.O
O 6.97155 -1.41514 -2.87816 -0.94
H 7.62316 -1.98860 -3.28164 0.47
H 7.44473 -0.60242 -2.69978 0.46
O 7.16007 1.35510 -6.03415 -0.93
H 6.52442 1.03770 -5.39272 0.47
H 7.99585 1.34779 -5.56762 0.46
O -1.54060 -3.78256 -4.11655 -0.93
H -2.26226 -3.54062 -3.53612 0.47
H -0.86522 -4.12385 -3.53036 0.47
C -5.59347 -1.21511 -0.95080 -0.63
C -6.07994 -1.82326 0.35199 -0.08
O -5.51928 -3.16495 0.30802 -0.74
H -6.17265 -1.35605 -1.86337 0.22
H -4.56410 -1.53506 -1.11246 0.22
H -5.59239 -0.13624 -0.79544 0.20
H -7.16172 -1.94997 0.39434 0.16
H -5.93517 -1.38356 1.33882 0.18
H -6.25712 -3.76048 0.15788 0.47
C -5.38821 5.85756 -2.61038 -0.63
C -4.16127 6.15926 -1.74275 -0.07
O -3.23871 7.02473 -2.38515 -0.71
H -5.17758 5.33085 -3.54115 0.21
H -6.07558 6.67934 -2.81111 0.21
H -6.07964 5.20145 -2.08167 0.21
H -3.74673 5.18106 -1.49904 0.15
H -4.47000 6.48723 -0.75017 0.16
H -2.40278 6.92689 -1.92337 0.47
C 4.60790 1.48591 6.56543 -0.65
C 3.76711 0.73428 5.53913 -0.07
O 2.52296 0.10369 5.93522 -0.72
H 5.07163 0.77798 7.25238 0.21
H 4.03966 2.01276 7.33199 0.22
H 5.30686 2.21713 6.15936 0.22
H 4.31198 -0.09998 5.09730 0.16
H 3.40090 1.41761 4.77294 0.16
H 2.39672 -0.51389 5.21117 0.46
C 1.64746 2.46139 -0.96280 -0.65
C 1.63451 1.02691 -1.76106 -0.04
O 2.30286 0.13809 -1.01503 -0.71
H 1.24932 3.16833 -1.69069 0.20
H 2.55419 2.70413 -0.40871 0.21
H 0.84065 2.42127 -0.23098 0.20
H 1.94872 1.15383 -2.79704 0.15
H 0.60684 0.66505 -1.79370 0.16
H 3.19843 0.06608 -1.35326 0.47
C 0.58485 -6.35452 1.76169 -0.64
C -0.09157 -5.00853 2.02572 -0.07
O 0.87548 -3.99964 2.36156 -0.73
H -0.12216 -7.04933 1.30840 0.21
H 0.99781 -6.84393 2.64375 0.22
H 1.32246 -6.35792 0.95919 0.21
H -0.78130 -5.22745 2.84085 0.17
H -0.58085 -4.48234 1.20606 0.17
H 0.95124 -3.42799 1.59405 0.47



No. 4
42
Properties=species:S:1:pos:R:3:nbo_charge:R:1 method="wB97M-V/def2-TZVPD" gap_ha=0.3076 smiles="CCOC(=O)c1cnc2ccccc2c1[NH2+]c1cccc(C(=O)O)c1" total_charge=+1
C -5.06131 -2.85721 0.73366 -0.63
C -3.88367 -2.60501 -0.18400 -0.08
H -3.12643 -3.39105 -0.09803 0.20
H -4.19278 -2.53750 -1.23214 0.20
O -3.28093 -1.35143 0.19274 -0.46
C -2.23746 -0.95055 -0.46267 0.82
O -1.72903 -1.57670 -1.39889 -0.63
C -1.68429 0.34738 -0.01268 -0.22
C -0.53722 0.87237 -0.58498 0.21
C -0.03434 2.11613 -0.15953 -0.05
C 1.12069 2.73997 -0.67898 -0.22
C 1.52323 3.95377 -0.19355 -0.17
C 0.80097 4.60110 0.82365 -0.17
C -0.32339 4.02722 1.35073 -0.17
C -0.77057 2.77811 0.87815 0.16
N -1.87872 2.24748 1.42094 -0.36
C -2.31968 1.10386 1.00781 0.10
H -3.21605 0.72287 1.47475 0.23
H -0.89680 4.50098 2.13071 0.25
H 1.14348 5.55812 1.18484 0.24
H 2.40686 4.42493 -0.59522 0.23
H 1.69749 2.26060 -1.45559 0.21
N 0.15310 0.09850 -1.62298 -0.60
H 0.22721 0.63384 -2.49391 0.44
C 1.47483 -0.39827 -1.23719 0.18
C 1.65088 -0.93367 0.02269 -0.22
C 2.89897 -1.42946 0.38534 -0.13
C 3.95621 -1.38984 -0.51607 -0.14
C 3.76161 -0.85469 -1.77838 -0.19
C 2.52231 -0.35516 -2.14545 -0.23
H 2.37749 0.05590 -3.13436 0.22
H 4.57648 -0.82469 -2.48391 0.24
H 4.91841 -1.77880 -0.22516 0.25
C 3.03190 -1.99727 1.76044 0.77
O 2.11964 -2.02937 2.54462 -0.57
O 4.25062 -2.45628 2.01847 -0.67
H 4.30237 -2.82110 2.91711 0.52
H 0.84947 -0.98147 0.74427 0.26
H -0.53651 -0.75391 -1.76898 0.48
H -5.52835 -3.79987 0.46630 0.24
H -4.73200 -2.90828 1.76761 0.22
H -5.79470 -2.06154 0.63779 0.22